Version 1
This record from the Open Molecules 2025 dataset describes one molecule with the formula C2H8N2. The level of theory is the ωB97M-V functional and the def2-TZVPD basis.

## Properties
**Frontier orbital gap**: 10.3 eV
**SMILES**: NCCN
**LUMO energy**: 1.11 eV
**HOMO level**: -9.2 eV

ORCA input file:
```
! wB97M-V def2-TZVPD RIJCOSX def2/J DEFGRID3
* xyz 0 1
N -1.64 -0.87 0.65
C -0.24 -0.80 0.23
C 0.23 0.65 -0.26
N 1.55 0.57 -0.93
H -1.80 -0.25 1.42
H -2.22 -0.62 -0.15
H -0.06 -1.57 -0.57
H 0.38 -1.03 1.21
H 0.18 1.35 0.58
H -0.54 0.95 -0.95
H 1.93 1.63 -0.90
H 2.22 -0.02 -0.33
*
```

***

Version 2
This record from the Open Molecules 2025 dataset describes a 2-piece molecular cluster, C2H8N2 overall. The level of theory is the ωB97M-V functional and the def2-TZVPD basis.

## Properties
**Frontier orbital gap (spin up / spin down)**: 9.4 / 9.4 eV
**LUMO energy (spin up / spin down)**: 0.47 / 0.45 eV
**HOMO level (spin up / spin down)**: -9.0 / -8.9 eV

ORCA input file:
```
! wB97M-V def2-TZVPD RIJCOSX def2/J DEFGRID3
* xyz 0 1
C 0.72 -1.08 1.11
C -1.08 1.22 -0.54
N 0.45 -1.13 -0.28
N 0.27 0.90 -0.87
H -0.11 -0.58 1.63
H 0.73 -2.12 1.46
H 1.67 -0.61 1.40
H -1.42 0.61 0.30
H -1.09 2.26 -0.18
H -1.80 1.12 -1.36
H 1.31 -1.26 -0.81
H 0.37 0.68 -1.86
*
```

***

What are the relative energies? In kcal/mol: version 1 0.0; version 2 64.7.

***

Version 1
This record from the Open Molecules 2025 dataset describes one molecule with the formula C4H10N4O. The level of theory is the ωB97M-V functional and the def2-TZVPD basis.

## Properties
**Frontier orbital gap**: 10.0 eV
**SMILES**: C/N=N/N(C)C(=O)NC
**LUMO energy**: 0.83 eV
**HOMO level**: -9.1 eV

ORCA input file:
```
! wB97M-V def2-TZVPD RIJCOSX def2/J DEFGRID3
* xyz 0 1
C 0.85 2.53 -2.25
N 0.18 1.69 -1.24
N 0.97 0.88 -0.63
N 0.36 0.11 0.24
C -0.92 0.66 0.78
C 1.02 -0.88 1.01
O 2.19 -0.79 1.28
N 0.20 -1.93 1.41
C -0.97 -2.42 0.74
H 0.55 3.51 -2.07
H 0.46 2.29 -3.19
H 1.92 2.41 -2.24
H -1.18 0.03 1.61
H -0.82 1.71 1.04
H -1.67 0.54 0.00
H 0.74 -2.62 1.92
H -1.40 -3.19 1.38
H -0.78 -2.90 -0.25
H -1.71 -1.65 0.48
*
```

***

Version 2
This record from the Open Molecules 2025 dataset describes a 2-piece molecular cluster, C4H10N4O overall. The level of theory is the ωB97M-V functional and the def2-TZVPD basis.

## Properties
**Frontier orbital gap**: 8.5 eV
**SMILES**: [H]/N=N/C(C)=O.C/N=N\C
**LUMO energy**: -0.47 eV
**HOMO level**: -8.9 eV

ORCA input file:
```
! wB97M-V def2-TZVPD RIJCOSX def2/J DEFGRID3
* xyz 0 1
H 1.75 0.01 1.96
N 1.71 0.59 1.11
N 1.49 -0.15 0.11
C 1.54 0.55 -1.16
C 1.43 -0.42 -2.30
O 1.62 1.74 -1.26
H 1.51 0.10 -3.25
H 0.47 -0.94 -2.22
H 2.22 -1.17 -2.21
C -1.97 -1.32 0.88
N -1.13 -0.73 -0.15
N -0.79 0.46 -0.08
C -0.89 1.27 1.05
H -1.52 -1.23 1.87
H -2.94 -0.82 0.90
H -2.11 -2.37 0.63
H 0.32 1.45 1.28
H -1.18 0.85 2.02
H -1.53 2.13 0.84
*
```

***

What are the relative energies? In kcal/mol: version 1 0.0; version 2 63.5.

***

Version 1
This record from the Open Molecules 2025 dataset describes an isolated ion of composition C5H9N2OS and charge +1. The level of theory is the ωB97M-V functional and the def2-TZVPD basis.

## Properties
**Frontier orbital gap (spin up / spin down)**: 7.6 / 8.7 eV
**SMILES**: C=[N+]1NC(=O)C(C)(C)S1
**LUMO energy (spin up / spin down)**: -5.75 / -5.96 eV
**HOMO level (spin up / spin down)**: -13.4 / -14.7 eV

ORCA input file:
```
! wB97M-V def2-TZVPD RIJCOSX def2/J DEFGRID3
* xyz 1 1
C -2.70 1.37 -1.67
N -1.31 0.47 -0.96
N -0.10 0.71 -1.44
C 0.98 0.31 -0.65
O 2.12 0.46 -0.95
C 0.46 -0.36 0.63
C 0.85 -1.84 0.62
C 0.97 0.38 1.86
S -1.39 -0.23 0.51
H -3.60 0.95 -1.27
H -2.50 1.53 -2.71
H 0.02 1.18 -2.33
H 0.58 -2.32 -0.32
H 0.36 -2.36 1.45
H 1.93 -1.93 0.75
H 0.63 1.41 1.87
H 2.06 0.38 1.85
H 0.63 -0.11 2.77
*
```

***

Version 2
This record from the Open Molecules 2025 dataset describes an isolated ion of composition C5H9N2OS and charge +1. The level of theory is the ωB97M-V functional and the def2-TZVPD basis.

## Properties
**Frontier orbital gap (spin up / spin down)**: 6.4 / 6.7 eV
**SMILES**: C=[N+]=[NH+]C(=O)C(C)(C)[S-]
**LUMO energy (spin up / spin down)**: -8.25 / -7.94 eV
**HOMO level (spin up / spin down)**: -14.7 / -14.6 eV

ORCA input file:
```
! wB97M-V def2-TZVPD RIJCOSX def2/J DEFGRID3
* xyz 1 1
C 0.01 2.35 -2.07
N 0.08 1.42 -1.31
N 0.44 0.16 -1.58
C 0.73 -0.73 -0.50
O 1.30 -1.76 -0.61
C 0.11 -0.31 0.89
C -1.36 -0.32 0.75
C 0.51 -1.38 1.94
S 0.81 1.26 1.29
H -0.41 3.32 -1.77
H 0.04 2.16 -3.14
H 0.85 -0.21 -2.49
H -1.77 0.70 0.65
H -1.85 -0.78 1.55
H -1.55 -0.89 -0.06
H -0.27 -2.16 2.12
H 0.94 -0.85 2.86
H 1.40 -2.00 1.50
*
```

***

What are the relative energies? In kcal/mol: version 1 0.0; version 2 13.3.